The following is a quantum chemistry calculation of 40 unconnected molecules or ions with the total composition H80O40, from the OMol25 dataset.

As for the spin multiplicity: 1.

Each line ends with the Mulliken charge.
CARTESIAN COORDINATES (ANGSTROEM)
H: -0.0067 2.2720 -1.3403  -0.13
H: 1.2137 2.6426 -2.2861  0.19
O: 0.9898 2.1674 -1.4878  -0.49
H: 2.5817 -2.7222 -0.9929  0.22
H: 1.6787 -3.2172 -2.0069  0.25
O: 1.8034 -3.3523 -1.0915  -0.31
H: -4.2636 1.4074 1.7038  0.16
H: -3.2707 2.3024 2.4556  0.38
O: -3.6072 2.0536 1.6356  -0.53
H: 4.6883 0.0902 0.0293  0.30
H: 5.2826 -1.0811 -0.3919  0.30
O: 5.3464 -0.5481 0.3986  -0.68
H: -1.6938 -3.3819 -1.0634  0.28
H: -0.2480 -3.8143 -0.6101  0.20
O: -1.0674 -4.1545 -0.8526  -0.59
H: -1.0074 1.0274 -3.3695  0.00
O: -0.4611 1.7496 -3.5910  -0.71
H: -2.5634 -4.0771 1.1421  0.29
O: -3.4865 -3.7611 0.9742  -0.59
H: -2.7523 4.0587 -3.9181  0.29
H: -1.6977 3.2411 -4.6407  0.35
O: -1.8054 4.0711 -4.1622  -0.63
H: 1.7313 -1.3158 -4.9129  0.22
H: 0.1431 -1.1816 -5.2390  0.31
O: 0.8592 -1.1502 -4.5409  -0.56
H: -2.4106 2.3665 -1.2150  0.10
H: -1.7916 1.9153 0.0494  0.16
O: -1.5301 2.1022 -0.8687  -0.23
H: 2.2927 4.3968 1.4033  0.18
H: 1.6995 5.7318 0.9279  0.34
O: 2.4274 5.3432 1.4464  -0.65
H: 0.8578 2.2005 1.2281  0.08
O: 1.6522 2.6476 1.6108  1.24
H: -2.1831 -0.1262 0.2093  -0.27
H: -2.6331 -0.8779 1.4766  0.02
O: -2.8410 -0.1386 0.9000  0.79
H: -0.9479 3.5717 0.1617  0.25
H: 0.4073 3.7896 -0.2813  0.29
O: -0.3466 4.2671 0.1311  -0.67
H: -4.6540 -0.9072 2.2910  0.29
H: -6.2482 -0.7738 2.3003  0.31
O: -5.4767 -1.3383 2.5187  -0.68
H: 4.4219 2.4455 -1.2408  0.33
H: 5.6900 3.5327 -1.4051  0.30
O: 4.8725 3.0833 -1.7957  -0.63
H: -4.7648 2.4756 -2.2793  0.26
H: -4.5061 1.2150 -2.4280  0.28
O: -3.9372 1.9115 -2.3636  -0.50
H: 2.9342 -0.5510 2.3355  -0.09
H: 1.6779 -0.7932 3.3576  0.23
O: 2.0986 -0.9188 2.4137  -0.26
H: 1.8381 2.6144 -4.2417  0.29
O: 2.0435 3.3843 -3.6832  -0.60
H: 0.9678 1.4147 3.7167  0.15
H: 0.5730 1.1638 5.1089  0.21
O: 1.1272 0.8356 4.4358  -0.47
H: 4.9414 -0.7134 2.0142  0.42
O: 5.1790 -0.7496 2.9188  -0.68
H: -2.9875 -1.3962 -3.6967  0.29
H: -2.6309 0.2489 -3.8202  0.27
O: -2.2455 -0.6662 -3.8912  -0.67
H: 3.3306 -4.6670 -3.1141  0.33
H: 1.9033 -4.6205 -3.7889  0.33
O: 2.9412 -4.3531 -3.9650  -0.71
H: -3.6172 -1.0106 -0.5362  0.28
H: -3.7633 -2.4070 -0.7219  0.24
O: -3.8034 -1.5747 -1.2329  -0.62
H: 0.9430 -6.0295 -0.3173  0.33
H: 0.1856 -6.4181 0.8213  0.29
O: 0.9399 -6.6793 0.3747  -0.62
H: -3.7073 -2.7918 3.1230  0.23
H: -2.3915 -2.9811 3.6411  0.28
O: -3.1301 -2.5477 3.8215  -0.46
H: 4.5095 -1.8949 -3.7098  0.26
H: 3.6821 -2.8215 -4.4802  0.34
O: 3.5944 -1.9119 -4.0734  -0.62
H: 3.4148 -1.7443 -2.0802  0.16
H: 3.2003 -0.1432 -2.2361  0.16
O: 3.6440 -0.8973 -1.7334  -0.33
H: -2.9362 -0.9070 5.4536  0.26
H: -1.5236 -1.5103 5.2946  0.25
O: -2.0087 -0.6782 5.2846  -0.51
H: 0.6975 -0.2286 1.3063  -0.08
H: 0.8431 0.3508 -0.2587  0.11
O: 0.3510 0.3630 0.6238  0.02
H: 3.0939 -2.0987 5.1261  0.30
H: 1.9606 -1.5412 6.0699  0.30
O: 2.1499 -2.0988 5.2910  -0.60
H: -4.9519 0.2531 -0.4428  0.31
O: -5.6207 0.7515 -1.0729  -0.80
H: -1.4663 -2.9013 -6.1320  0.32
H: -1.5113 -1.2943 -5.9787  0.32
O: -0.9861 -1.9949 -6.3396  -0.66
H: 1.6450 4.1667 -3.9275  0.26
H: -0.7976 2.4374 -2.9332  0.57
H: 4.8205 0.0048 3.3119  0.32
H: -3.8518 -4.6892 0.7868  0.33
H: 2.2314 1.9205 1.8363  -0.40
H: -5.6128 0.1210 -1.7563  0.32
O: -2.8707 2.3785 4.1321  -0.69
H: -2.9321 2.0979 5.0702  0.28
H: -1.9536 2.5756 4.0064  0.26
O: 0.3866 -3.3430 -3.4084  -0.51
H: 0.3840 -2.4571 -3.6149  0.33
H: -0.3838 -3.9498 -3.6359  0.21
O: 2.3257 4.0140 4.5491  -0.60
H: 1.4057 4.0945 4.6955  0.29
H: 2.6091 4.4180 3.7807  0.30
O: 0.0662 4.2283 3.0708  -0.75
H: -0.6355 4.6204 2.4654  0.29
H: 0.8684 4.0611 2.5470  0.16
O: -1.1101 -0.5296 -0.9626  0.58
H: -0.9705 0.4822 -1.2637  -0.03
H: -0.9548 -0.8675 -1.8910  -0.03
O: -0.5119 -3.3821 2.2877  -0.56
H: -0.7150 -2.6681 2.8323  0.24
H: -0.2413 -3.2041 1.4583  0.24
O: 4.1225 2.1448 3.2555  -0.53
H: 4.9148 2.5867 3.6583  0.28
H: 3.8400 1.7329 4.0445  0.25

***

The following is a quantum chemistry calculation of 40 unconnected molecules or ions with the total composition H80O40, from the OMol25 dataset.

As for the spin multiplicity: 1.

Each line ends with the Mulliken charge.
CARTESIAN COORDINATES (ANGSTROEM)
H: 2.4252 -3.9903 4.4900  0.44
H: 1.2650 -4.4932 3.6827  0.39
O: 1.4788 -4.5037 4.7206  -0.75
H: -2.9651 4.7697 -2.8070  0.27
H: -2.1153 5.8834 -1.5894  0.31
O: -2.0937 4.9369 -2.2035  -0.65
H: 2.2644 2.2638 1.8320  0.21
H: 2.4002 3.6729 1.3082  0.37
O: 2.9355 2.9474 1.8077  -0.81
H: -2.2458 -1.3532 -2.6389  0.39
H: -3.5504 -1.5748 -3.6300  0.10
O: -3.0196 -1.2626 -3.1413  -0.47
H: -0.3996 -0.5197 -1.3722  0.08
H: -0.2024 -1.2762 -2.8839  0.00
O: -0.6215 -1.4065 -1.7765  0.06
H: -1.6022 -3.6696 2.5475  0.25
O: -2.2293 -3.0807 2.3033  -0.56
H: 1.8095 -2.2735 -3.9154  0.30
O: 1.0591 -2.3961 -4.5821  -0.61
H: 2.2766 5.7619 -0.6477  0.24
H: 1.0293 4.9044 -0.9912  0.24
O: 1.8212 4.9337 -0.4676  -0.49
H: 2.7356 -2.2727 1.8486  0.25
H: 2.8345 -3.1349 0.5618  0.62
O: 2.9974 -3.0371 1.5139  -0.72
H: 1.6892 -2.4616 -0.2926  0.11
H: 2.5585 -1.8931 -1.5153  0.11
O: 2.2226 -2.7835 -1.0339  -0.09
H: -5.5881 -0.6855 -2.4807  0.37
H: -6.2210 -1.4648 -1.5717  0.34
O: -6.1717 -1.3598 -2.5456  -0.63
H: -0.6835 -0.3023 6.1940  0.30
O: 0.0007 0.2541 6.1083  -0.51
H: 1.0568 3.2238 -2.8673  0.19
H: -0.2212 4.1402 -2.7092  0.19
O: 0.3665 3.4040 -2.5204  -0.26
H: -2.1370 0.3288 4.7078  0.26
H: -1.4140 -0.9263 4.4986  0.23
O: -1.5682 -0.0314 3.9745  -0.66
H: -2.7214 0.3696 2.6101  -0.13
H: -3.1081 0.2187 1.3102  0.23
O: -2.5317 0.8394 1.8197  -0.24
H: -2.5549 1.8213 -2.9124  0.10
H: -2.7445 3.0382 -3.7066  0.24
O: -2.2324 2.7129 -3.0457  -0.39
H: 5.5181 -1.9824 -1.7228  0.29
H: 4.7814 -2.9922 -1.0034  0.24
O: 4.7260 -2.5364 -1.8455  -0.54
H: 1.5058 1.1427 -1.8104  -0.22
H: 2.4108 0.4989 -0.8786  0.00
O: 2.0852 0.4840 -1.6821  0.11
H: -0.3251 1.9176 -0.6329  -0.55
O: -0.0156 1.0783 -0.1392  1.20
H: 3.1499 -4.2372 -1.1339  0.34
H: 3.5719 -5.6251 -0.6777  0.33
O: 3.5234 -5.0596 -1.4789  -0.78
H: 3.7842 -0.2515 -3.0794  0.25
O: 4.5511 0.2534 -3.4464  -0.64
H: 0.5314 0.4440 1.5897  0.17
H: -0.0955 0.2316 2.9817  -0.10
O: 0.7263 0.4257 2.5416  -0.04
H: -3.4212 -2.0378 -1.2476  0.31
H: -2.3669 -0.7659 -1.1755  -0.02
O: -3.2687 -1.2341 -0.8113  -0.47
H: -4.7246 -1.9963 2.6563  0.31
H: -4.8273 -3.2782 3.6417  0.32
O: -5.2302 -2.5310 3.3012  -0.70
H: -1.3421 -0.4371 -4.9397  0.27
H: -0.4064 0.5349 -4.7610  0.11
O: -0.5999 -0.3660 -4.4461  -0.38
H: -3.7198 0.1227 -2.4452  0.45
H: -4.3879 0.9992 -1.3439  0.46
O: -4.2113 0.8896 -2.2793  -0.81
H: -1.6139 3.2022 1.4680  0.22
H: -1.4933 3.5815 -0.0542  0.19
O: -2.1204 3.3719 0.6290  -0.66
H: -1.1164 -4.7859 -0.4214  0.28
H: 0.0479 -4.2385 -1.4236  0.19
O: -0.5962 -4.0067 -0.6982  -0.58
H: 4.6355 2.8133 0.5069  0.38
H: 4.2759 1.6219 -0.0379  0.22
O: 5.0118 2.1052 -0.0032  -0.61
H: 1.2219 -1.4269 4.4498  0.23
H: 0.9801 -2.9862 4.5923  0.28
O: 0.4681 -2.0228 4.4577  -0.53
H: 2.5209 4.4658 4.2926  0.29
H: 3.3823 3.7838 3.2610  0.44
O: 3.4288 4.4025 3.9154  -0.64
H: -0.2553 2.7463 -4.7252  0.22
O: 0.5661 2.3864 -4.9610  -0.59
H: 2.9099 0.0043 -6.2770  0.27
H: 2.7674 1.0545 -5.2878  0.36
O: 2.3177 0.7521 -6.2619  -0.61
H: -0.7583 0.9461 0.5546  0.16
H: -1.8427 -2.9240 1.3441  0.19
H: 5.0725 -0.5058 -3.8590  0.32
H: 0.2473 -1.8696 -4.5325  0.42
H: 0.7802 -0.1455 6.0455  0.23
H: 0.9412 2.9403 -5.7379  0.28
O: 0.5924 4.4367 2.1873  -0.36
H: 0.3953 5.4348 2.2079  0.23
H: 0.0071 3.9291 2.8609  0.21
O: 0.4825 -2.4425 0.9186  -0.27
H: 0.8747 -2.7895 1.6781  0.01
H: 0.0137 -3.0560 0.2714  0.17
O: 1.7000 -5.1354 -3.9248  -0.62
H: 2.3555 -5.1744 -3.2505  0.28
H: 2.2626 -4.6566 -4.5955  0.30
O: -4.4634 2.0723 0.5792  -0.61
H: -3.5802 2.4138 0.7982  0.50
H: -4.9830 2.8166 0.3155  0.22
O: -3.8748 -0.5722 4.7468  -0.63
H: -4.3214 0.0390 4.0416  0.30
H: -4.2132 -1.3994 4.3760  0.38
O: 3.0705 -0.9219 2.8958  -0.72
H: 3.8064 -0.3342 2.8690  0.29
H: 2.3043 -0.4900 2.5808  0.28
O: -0.6916 3.1649 4.8565  -0.67
H: -1.2513 3.2974 5.6629  0.31
H: -0.4727 2.1378 4.9660  0.31

***

What HOMO energy values result from the calculations? In sequence: -10.3; -10.2 eV.
What molecular weight values result from the calculations? In sequence: 720.60; 720.60 g/mol.
What relative energy (zero: lowest compared OMol25 entry of this formula, charge and spin) values result from the calculations? In sequence: 1060.5; 1675.0 kJ/mol.